## w
Entry from the OMol25 dataset: one molecule with the formula CH3F2N2P (ωB97M-V/def2-TZVPD).

Atoms and positions in Å:
H1 -2.66 -1.35 0.89
N1 -1.68 -0.89 0.81
C1 -1.06 -0.57 -0.20
P1 0.96 0.41 0.12
N2 1.66 1.58 -0.61
F1 1.09 0.43 1.74
F2 1.90 -0.99 0.06
H2 -1.47 -0.58 -1.35
H3 1.26 1.97 -1.46

## Properties
**HOMO level**: -9.74 eV
**Molecular weight**: 112.0 g/mol

## x
Entry from the OMol25 dataset: one molecule with the formula CH3F2N2P (ωB97M-V/def2-TZVPD).

Atoms and positions in Å:
H1 -2.58 0.28 0.37
N1 -1.52 0.36 0.41
C1 -0.75 0.72 -0.56
P1 0.84 0.02 -0.06
N2 0.92 -1.81 0.47
F1 1.85 0.13 -1.33
F2 1.66 1.14 0.82
H2 -1.07 1.03 -1.55
H3 0.64 -1.85 1.43

## Properties
**HOMO level (alpha / beta)**: -8.85 / -8.85 eV
**Molecular weight**: 112.0 g/mol

Most stable: w (next structure +0.0322 hartree)

## w
Entry from the OMol25 dataset: one molecule with the formula C3H5ClO2S (ωB97M-V/def2-TZVPD).

Atoms and positions in Å:
C1 -0.04 0.75 -0.81
C2 -0.64 -0.14 0.17
C3 -0.06 -1.42 0.69
Cl1 1.22 -2.11 -0.49
S1 -2.54 -0.50 -0.25
O1 -3.17 -1.39 0.71
O2 -3.28 0.74 -0.53
H1 0.35 0.14 -1.56
H2 0.80 1.38 -0.61
H3 -0.83 1.45 -1.02
H4 0.57 -1.25 1.55
H5 -0.92 -2.07 0.73

## Properties
**HOMO level (alpha / beta)**: -9.45 / -9.62 eV
**Molecular weight**: 140.6 g/mol

## x
Entry from the OMol25 dataset: a 2-piece molecular cluster, C3H5ClO2S overall (ωB97M-V/def2-TZVPD).

Atoms and positions in Å:
C1 -0.05 -0.19 -0.46
C2 -0.85 -1.43 -0.38
C3 -0.63 1.09 -0.08
O1 2.40 1.43 -0.10
O2 2.95 -0.23 1.62
S1 2.52 0.05 0.21
Cl1 -2.11 1.13 0.83
H1 -1.91 -1.13 -0.57
H2 -0.93 -1.60 0.78
H3 -0.49 -2.24 -1.06
H4 0.05 1.87 0.28
H5 -0.96 1.27 -1.07

## Properties
**HOMO level (alpha / beta)**: -9.07 / -9.07 eV
**Molecular weight**: 140.6 g/mol

Most stable: w (next structure +0.0227 hartree)

## w
Entry from the OMol25 dataset: a 2-piece molecular cluster, C6H16NS overall (ωB97M-V/def2-TZVPD).

Atoms and positions in Å:
C1 1.67 2.32 1.30
C2 0.91 2.10 0.01
C3 0.09 2.84 -0.80
N1 1.05 0.66 -0.43
H1 1.59 3.36 1.67
H2 1.36 1.61 2.09
H3 2.73 2.12 1.08
H4 -0.56 2.45 -1.56
H5 -0.03 3.86 -0.52
H6 1.01 -0.02 0.33
H7 1.99 0.56 -0.90
H8 0.36 0.41 -1.09
C4 -0.47 -2.95 1.45
C5 -0.60 -1.82 0.42
S1 -2.20 -2.15 -0.46
C6 -1.83 -0.90 -1.80
H9 0.54 -2.89 1.90
H10 -0.57 -3.92 0.95
H11 -1.23 -2.87 2.24
H12 0.21 -1.97 -0.31
H13 -0.62 -0.79 0.79
H14 -1.74 0.16 -1.51
H15 -0.96 -1.21 -2.39
H16 -2.71 -0.97 -2.46

## Properties
**HOMO level**: -12.08 eV
**Molecular weight**: 134.3 g/mol
**Net charge**: +1

## x
Entry from the OMol25 dataset: a 2-piece molecular cluster, C6H16NS overall (ωB97M-V/def2-TZVPD).

Atoms and positions in Å:
C1 -1.36 1.38 1.05
C2 3.39 -0.76 0.34
C3 -0.54 1.33 -1.30
C4 -2.78 0.90 1.10
C5 -0.29 -1.98 -0.58
C6 -0.78 0.58 -0.02
N1 -0.49 -0.71 0.16
S1 2.65 -1.25 -1.25
H1 -2.88 -0.23 1.55
H2 -1.19 2.54 0.91
H3 2.72 0.00 0.73
H4 3.57 -1.51 1.01
H5 -1.47 2.06 -1.60
H6 0.25 2.08 -1.26
H7 -0.48 0.59 -2.08
H8 -3.27 1.00 0.10
H9 -0.91 1.16 2.04
H10 -3.15 1.47 1.93
H11 -0.75 -2.64 0.12
H12 -0.51 -2.00 -1.61
H13 0.82 -2.06 -0.52
H14 -0.30 -1.04 1.15
H15 4.25 -0.12 0.10
H16 3.50 -0.79 -2.07

## Properties
**HOMO level**: -12.54 eV
**Molecular weight**: 134.3 g/mol
**Net charge**: +1

Most stable: w (next structure +0.0324 hartree)

## w
Entry from the OMol25 dataset: one molecule with the formula C8H13NO (ωB97M-V/def2-TZVPD).

Atoms and positions in Å:
C1 -1.25 -2.87 -0.99
C2 -0.29 -1.95 -1.07
C3 -0.24 -0.75 -0.25
C4 -1.27 -0.29 0.71
C5 -0.96 -0.52 2.17
C6 0.82 0.06 -0.46
O1 1.94 -0.27 -1.33
N1 2.58 1.06 -1.03
C7 1.45 1.38 -0.04
C8 0.68 2.68 -0.37
H1 -1.35 -3.66 -1.86
H2 -2.17 -2.85 -0.36
H3 0.56 -2.17 -1.83
H4 -2.24 -0.80 0.67
H5 -1.48 0.74 0.55
H6 0.08 -0.33 2.45
H7 -1.67 0.12 2.89
H8 -1.18 -1.64 2.41
H9 2.82 1.64 -1.89
H10 1.60 1.37 1.09
H11 0.74 2.93 -1.38
H12 1.15 3.51 0.00
H13 -0.33 2.63 -0.09

## Properties
**HOMO level**: -7.84 eV
**Molecular weight**: 139.2 g/mol

## x
Entry from the OMol25 dataset: a 2-piece molecular cluster, C8H13NO overall (ωB97M-V/def2-TZVPD).

Atoms and positions in Å:
C1 1.34 -2.15 -0.48
C2 0.48 -1.31 0.46
C3 -0.03 -0.01 -0.16
C4 1.10 0.89 -0.45
N1 1.95 1.55 -0.89
C5 -1.02 -0.11 -1.38
C6 -2.06 0.69 -0.60
C7 -2.41 -0.02 0.66
C8 -1.14 0.77 0.60
H1 1.63 -3.09 0.00
H2 0.79 -2.39 -1.40
H3 2.26 -1.61 -0.77
H4 -0.40 -1.90 0.76
H5 1.03 -1.08 1.38
H6 -0.64 0.40 -2.28
H7 -1.30 -1.14 -1.64
H8 -2.69 1.48 -1.02
H9 -3.19 0.45 1.27
H10 -2.41 -1.12 0.71
H11 -0.95 1.61 1.27
O1 2.80 2.64 1.63
H12 3.04 2.67 0.65
H13 1.85 2.79 1.69

## Properties
**HOMO level**: -10.32 eV
**Molecular weight**: 139.2 g/mol

Most stable: x (next structure +0.1211 hartree)

## w
Entry from the OMol25 dataset: one molecule with the formula C8H13NO (ωB97M-V/def2-TZVPD).

Atoms and positions in Å:
C1 -2.34 1.25 0.42
C2 -0.89 0.93 0.73
C3 0.03 0.65 -0.16
C4 -0.08 0.87 -1.69
C5 1.38 0.19 0.35
O1 2.48 1.01 -0.04
C6 1.65 -1.30 -0.01
C7 0.53 -2.02 0.77
C8 -0.70 -1.71 0.16
N1 -1.76 -1.64 -0.25
H1 -2.44 2.30 -0.06
H2 -2.78 0.38 -0.16
H3 -2.98 1.36 1.41
H4 -0.55 0.98 1.73
H5 0.52 0.09 -2.12
H6 0.28 1.84 -1.99
H7 -1.20 0.76 -1.99
H8 1.31 0.30 1.52
H9 2.21 1.79 -0.41
H10 2.62 -1.68 0.17
H11 1.44 -1.40 -1.07
H12 0.58 -1.81 1.88
H13 0.70 -3.14 0.82

## Properties
**HOMO level**: -9.07 eV
**Molecular weight**: 139.2 g/mol

## x
Entry from the OMol25 dataset: a 2-piece molecular cluster, C8H13NO overall (ωB97M-V/def2-TZVPD).

Atoms and positions in Å:
C1 -2.33 -0.09 -1.71
C2 -1.44 0.43 -1.09
C3 -0.38 1.13 -0.35
C4 -0.19 2.52 -0.97
O1 -0.70 1.28 0.99
C5 0.98 0.33 -0.60
C6 2.08 0.59 0.08
H1 -3.09 -0.58 -2.25
H2 -1.12 3.08 -0.88
H3 0.58 3.05 -0.43
H4 0.08 2.44 -2.02
H5 -0.43 0.42 1.56
H6 1.00 -0.23 -1.53
H7 2.04 1.15 1.00
H8 3.05 0.21 -0.22
H9 0.89 -0.69 2.81
N1 0.15 -0.95 2.16
C7 0.47 -1.81 1.28
C8 -0.58 -2.38 0.40
H10 1.45 -2.29 1.23
H11 -1.51 -1.83 0.49
H12 -0.75 -3.42 0.67
H13 -0.25 -2.36 -0.64

## Properties
**HOMO level**: -9.64 eV
**Molecular weight**: 139.2 g/mol

Most stable: w (next structure +0.0501 hartree)

## w
Entry from the OMol25 dataset: an isolated ion of composition C5H8NOS and charge +1 (ωB97M-V/def2-TZVPD).

Atoms and positions in Å:
N1 0.82 -1.52 -0.18
C1 -0.19 -0.44 -0.28
C2 -0.96 -0.49 -1.59
O1 -0.82 -1.47 -2.26
C3 0.40 1.00 -0.20
C4 0.16 1.52 1.21
C5 -0.69 0.80 1.93
S1 -1.28 -0.63 1.12
H1 0.76 -1.95 -1.25
H2 0.46 -2.21 0.34
H3 1.74 -1.11 0.02
H4 -1.62 0.26 -1.85
H5 0.02 1.83 -0.87
H6 1.40 1.03 -0.35
H7 0.76 2.38 1.31
H8 -0.96 1.01 2.89

## Properties
**HOMO level**: -13.04 eV
**Molecular weight**: 130.2 g/mol
**Net charge**: +1

## x
Entry from the OMol25 dataset: an isolated ion of composition C5H8NOS and charge +1 (ωB97M-V/def2-TZVPD).

Atoms and positions in Å:
O1 1.24 -0.22 -1.82
C1 0.63 0.45 -0.56
S1 1.78 1.92 -0.18
C2 -0.82 0.82 -0.68
C3 -1.76 0.14 -0.07
C4 -1.39 -0.96 0.82
C5 -0.13 -1.28 1.18
N1 0.98 -0.65 0.44
H1 1.05 0.18 -2.68
H2 1.21 2.86 0.49
H3 -1.04 1.64 -1.28
H4 -2.90 0.07 -0.20
H5 -2.12 -1.33 1.49
H6 0.20 -1.93 1.94
H7 1.53 -0.33 1.21
H8 1.53 -1.37 -0.10

## Properties
**HOMO level**: -14.03 eV
**Molecular weight**: 130.2 g/mol
**Net charge**: +1

Most stable: w (next structure +0.0196 hartree)

## w
Entry from the OMol25 dataset: one molecule with the formula C4H7ClN2 (ωB97M-V/def2-TZVPD).

Atoms and positions in Å:
C1 1.00 1.42 -0.29
C2 0.26 -0.82 -0.25
C3 1.62 0.09 -0.54
C4 -2.00 -0.23 0.58
N1 -0.27 1.37 -0.13
N2 -0.81 0.16 -0.30
Cl1 2.95 -0.40 0.52
H1 1.32 2.39 -0.04
H2 0.21 -1.50 -1.11
H3 0.40 -1.41 0.68
H4 1.95 -0.24 -1.58
H5 -2.52 -1.02 0.14
H6 -1.49 -0.43 1.52
H7 -2.62 0.63 0.79

## Properties
**HOMO level (alpha / beta)**: -5.13 / -9.66 eV
**Molecular weight**: 118.6 g/mol
**Expectation value of S²**: 2.007
**Spin multiplicity**: 3

## x
Entry from the OMol25 dataset: a 2-piece molecular cluster, C4H7ClN2 overall (ωB97M-V/def2-TZVPD).

Atoms and positions in Å:
C1 -0.77 -1.32 0.46
C2 -0.69 -0.14 0.01
C3 0.65 0.44 0.20
C4 -1.82 0.79 -0.37
N1 1.20 1.36 0.74
N2 2.06 -1.10 -0.53
Cl1 3.43 -0.24 -0.01
H1 -1.76 -1.87 0.53
H2 0.06 -1.70 1.04
H3 -2.75 0.38 -0.66
H4 -1.96 1.37 0.53
H5 -1.67 1.50 -1.20
H6 2.15 1.62 0.78
H7 1.88 -1.09 -1.53

## Properties
**HOMO level (alpha / beta)**: -5.75 / -9.72 eV
**Molecular weight**: 118.6 g/mol
**Expectation value of S²**: 2.013
**Spin multiplicity**: 3

Most stable: w (next structure +0.0525 hartree)

## w
Entry from the OMol25 dataset: a 2-piece molecular cluster, C6H16O overall (ωB97M-V/def2-TZVPD).

Atoms and positions in Å:
C1 -1.03 -0.27 1.54
C2 0.42 0.11 1.81
C3 0.73 1.27 0.90
C4 0.85 0.14 3.27
H1 -1.70 0.54 1.94
H2 -1.46 -1.05 2.16
H3 -1.32 -0.34 0.49
H4 0.88 -0.79 1.36
H5 0.37 2.23 1.28
H6 1.82 1.36 0.86
H7 0.18 1.17 -0.03
H8 1.90 -0.17 3.34
H9 0.80 1.15 3.68
H10 0.34 -0.61 3.86
C5 -0.48 0.19 -3.54
C6 -0.76 -0.36 -2.16
O1 0.34 -1.14 -1.65
H11 0.45 0.74 -3.65
H12 -1.36 0.71 -3.93
H13 -0.33 -0.66 -4.21
H14 -1.11 0.38 -1.43
H15 -1.47 -1.18 -2.29
H16 0.90 -0.54 -1.16

## Properties
**HOMO level**: -10.39 eV
**Molecular weight**: 104.2 g/mol

## x
Entry from the OMol25 dataset: a 2-piece molecular cluster, C6H16O overall (ωB97M-V/def2-TZVPD).

Atoms and positions in Å:
C1 -1.41 1.49 2.50
C2 -1.14 1.89 1.00
C3 -0.80 0.53 0.26
C4 0.46 0.58 -0.61
C5 1.71 1.23 -0.14
C6 2.69 0.27 0.65
H1 -0.55 0.83 2.79
H2 -1.48 2.35 3.10
H3 -2.31 0.83 2.53
H4 -2.24 2.28 0.74
H5 -0.54 2.81 0.86
H6 -0.60 -0.14 1.07
H7 -1.66 0.19 -0.30
H8 0.25 1.01 -1.69
H9 0.49 -0.54 -0.93
H10 2.13 1.64 -1.02
H11 1.41 2.04 0.66
H12 2.24 -0.61 0.92
H13 2.88 0.89 1.42
H14 3.53 0.18 0.03
O1 -1.20 -5.01 -3.32
H15 -1.04 -4.13 -2.91
H16 -1.94 -5.44 -2.73

## Properties
**HOMO level**: -10.36 eV
**Molecular weight**: 104.2 g/mol

Most stable: w (next structure +0.0364 hartree)

## w
Entry from the OMol25 dataset: an isolated ion of composition C2H4NO3 and charge +1 (ωB97M-V/def2-TZVPD).

Atoms and positions in Å:
O1 0.69 -0.43 2.26
N1 0.37 -0.02 1.19
C1 -0.47 -0.60 0.16
C2 0.00 0.24 -1.06
O2 0.24 1.51 -0.49
O3 0.89 1.23 0.68
H1 -1.62 -0.48 0.31
H2 -0.35 -1.71 0.19
H3 1.04 -0.21 -1.34
H4 -0.79 0.48 -1.90

## Properties
**HOMO level (alpha / beta)**: -16.63 / -16.63 eV
**Molecular weight**: 90.1 g/mol
**Net charge**: +1

## x
Entry from the OMol25 dataset: an isolated ion of composition C2H4NO3 and charge +1 (ωB97M-V/def2-TZVPD).

Atoms and positions in Å:
C1 -0.53 0.52 -0.07
C2 1.65 -0.44 -0.01
N1 -2.17 0.10 0.14
O1 -2.27 -0.96 -0.31
O2 -2.78 0.89 0.71
O3 0.28 -0.42 0.06
H1 -0.11 1.60 -0.37
H2 2.00 -0.56 0.99
H3 2.15 0.48 -0.53
H4 1.77 -1.22 -0.61

## Properties
**HOMO level**: -16.80 eV
**Molecular weight**: 90.1 g/mol
**Net charge**: +1

Most stable: x (next structure +0.0297 hartree)

## w
Entry from the OMol25 dataset: one molecule with the formula C17H23N3O3 (ωB97M-V/def2-TZVPD).

Atoms and positions in Å:
C1 4.93 0.04 -1.56
C2 4.43 -0.49 -0.19
C3 5.49 -0.18 0.90
C4 3.18 0.37 0.25
C5 1.94 0.25 -0.66
N1 0.85 1.19 -0.53
C6 0.28 1.40 0.65
O1 0.46 0.82 1.65
C7 -0.75 2.63 0.52
N2 -0.94 3.25 -0.74
C8 -2.24 2.20 0.99
C9 -2.77 1.07 0.23
C10 -3.71 1.08 -0.80
N3 -3.90 -0.17 -1.29
C11 -3.10 -1.03 -0.56
C12 -3.03 -2.38 -0.61
C13 -2.27 -2.91 0.41
C14 -1.55 -2.26 1.36
C15 -1.69 -0.84 1.44
C16 -2.41 -0.25 0.47
C17 1.23 -1.20 -0.36
O2 1.54 -1.94 0.54
O3 0.30 -1.44 -1.40
H1 5.38 1.00 -1.28
H2 4.04 0.19 -2.24
H3 5.65 -0.73 -2.12
H4 4.24 -1.62 -0.45
H5 6.64 -0.30 0.39
H6 5.40 1.01 1.22
H7 5.39 -0.96 1.87
H8 3.09 0.12 1.35
H9 3.40 1.48 0.21
H10 2.25 0.22 -1.67
H11 0.34 1.44 -1.40
H12 -0.30 3.34 1.33
H13 -1.73 2.70 -1.29
H14 -0.17 3.53 -1.29
H15 -2.02 2.04 2.06
H16 -2.93 3.11 1.00
H17 -4.35 1.91 -1.28
H18 -4.43 -0.35 -2.20
H19 -3.70 -3.02 -1.16
H20 -2.16 -4.07 0.38
H21 -0.90 -2.72 2.20
H22 -1.15 -0.39 2.28
H23 -0.18 -2.32 -1.31

## Properties
**HOMO level**: -7.69 eV
**Molecular weight**: 317.4 g/mol

## x
Entry from the OMol25 dataset: one molecule with the formula C17H23N3O3 (ωB97M-V/def2-TZVPD).

Atoms and positions in Å:
C1 3.32 4.25 2.93
C2 3.33 2.71 2.82
C3 2.21 2.23 1.92
C4 0.82 2.43 2.54
C5 2.49 0.80 1.47
N1 1.39 0.16 0.72
C6 1.02 0.75 -0.45
O1 1.24 1.94 -0.76
C7 0.20 -0.17 -1.43
N2 0.58 -1.59 -1.27
C8 -1.31 0.09 -1.20
C9 -2.18 -0.63 -2.18
C10 -2.55 -0.27 -3.48
N3 -3.29 -1.28 -4.06
C11 -3.46 -2.29 -3.15
C12 -4.18 -3.49 -3.33
C13 -4.08 -4.34 -2.24
C14 -3.41 -4.04 -1.04
C15 -2.70 -2.82 -0.89
C16 -2.76 -1.97 -1.95
C17 2.93 -0.14 2.61
O2 4.08 -0.39 2.95
O3 1.91 -0.56 3.39
H1 2.35 4.62 3.34
H2 3.68 4.76 2.04
H3 4.10 4.53 3.63
H4 4.32 2.34 2.46
H5 3.21 2.32 3.87
H6 2.24 2.85 1.03
H7 0.67 1.92 3.48
H8 0.08 2.01 1.86
H9 0.57 3.54 2.66
H10 3.37 0.86 0.79
H11 1.22 -0.85 0.80
H12 0.49 0.20 -2.44
H13 1.32 -1.87 -1.93
H14 -0.24 -2.21 -1.47
H15 -1.53 1.21 -1.20
H16 -1.61 -0.20 -0.21
H17 -2.29 0.61 -4.00
H18 -3.65 -1.16 -4.96
H19 -4.76 -3.74 -4.19
H20 -4.62 -5.36 -2.28
H21 -3.41 -4.71 -0.21
H22 -2.18 -2.69 0.06
H23 1.06 -0.36 2.97

## Properties
**HOMO level**: -8.22 eV
**Molecular weight**: 317.4 g/mol

## y
Entry from the OMol25 dataset: one molecule with the formula C17H23N3O3 (ωB97M-V/def2-TZVPD).

Atoms and positions in Å:
C1 2.97 3.73 -2.91
C2 2.48 2.33 -3.17
O1 2.47 1.80 -4.27
N1 2.06 1.69 -2.05
C3 1.49 0.36 -2.06
C4 -0.02 0.44 -1.80
C5 -0.29 0.92 -0.38
O2 0.53 1.59 0.23
N2 -1.49 0.61 0.17
C6 -2.56 -0.17 -0.40
C7 -2.71 -1.48 0.38
N3 -2.91 -1.20 1.78
C8 -4.11 -1.50 2.36
C9 -4.28 -1.12 3.81
O3 -4.98 -2.07 1.73
C10 -1.85 -0.41 2.35
C11 -1.71 0.90 1.57
C12 2.22 -0.53 -1.08
C13 1.58 -1.52 -0.35
C14 2.29 -2.31 0.55
C15 3.65 -2.11 0.72
C16 4.30 -1.14 -0.01
C17 3.59 -0.35 -0.90
H1 2.18 4.34 -2.48
H2 3.81 3.71 -2.21
H3 3.30 4.18 -3.85
H4 2.00 2.17 -1.16
H5 1.65 -0.02 -3.08
H6 -0.45 1.17 -2.50
H7 -0.47 -0.53 -2.01
H8 -2.40 -0.36 -1.46
H9 -3.49 0.41 -0.30
H10 -3.58 -2.05 0.02
H11 -1.81 -2.09 0.26
H12 -3.51 -1.58 4.43
H13 -4.25 -0.04 3.94
H14 -5.25 -1.49 4.14
H15 -2.03 -0.20 3.40
H16 -0.91 -0.97 2.26
H17 -0.86 1.48 1.93
H18 -2.63 1.49 1.67
H19 0.53 -1.70 -0.47
H20 1.77 -3.07 1.11
H21 4.20 -2.73 1.43
H22 5.36 -0.99 0.11
H23 4.10 0.40 -1.47

## Properties
**HOMO level**: -9.04 eV
**Molecular weight**: 317.4 g/mol

Most stable: y (next structure +0.0414 hartree)

## w
Entry from the OMol25 dataset: one molecule with the formula C3H8N2S2 (ωB97M-V/def2-TZVPD).

Atoms and positions in Å:
C1 -2.18 -1.54 -0.44
N1 -1.11 -1.25 0.50
C2 -0.03 -0.46 0.09
N2 1.15 -0.92 0.23
S1 2.60 -0.08 0.02
S2 -0.44 1.16 -0.55
C3 -1.66 1.69 0.67
H1 -2.98 -2.10 0.10
H2 -1.83 -2.16 -1.30
H3 -2.57 -0.61 -0.85
H4 -0.75 -2.08 0.96
H5 2.15 1.15 -0.26
H6 -1.87 2.74 0.45
H7 -1.25 1.62 1.70
H8 -2.57 1.12 0.58

## Properties
**HOMO level**: -8.16 eV
**Molecular weight**: 136.2 g/mol

## x
Entry from the OMol25 dataset: one molecule with the formula C3H8N2S2 (ωB97M-V/def2-TZVPD).

Atoms and positions in Å:
C1 -2.38 0.09 0.83
C2 0.54 0.36 -0.19
C3 1.52 0.33 -1.35
N1 -1.47 -0.79 0.64
N2 -0.52 -0.61 -0.37
S1 -0.01 1.96 0.35
S2 1.54 -0.50 1.37
H1 -2.58 0.87 0.09
H2 -3.03 0.19 1.70
H3 2.40 0.84 -1.18
H4 1.08 0.68 -2.28
H5 1.79 -0.75 -1.47
H6 -1.46 -1.45 1.43
H7 -0.06 -1.51 -0.76
H8 2.65 0.28 1.19

## Properties
**HOMO level**: -6.98 eV
**Molecular weight**: 136.2 g/mol

Most stable: w (next structure +0.1091 hartree)